{"formula": "C20H21MnN8OS2", "method": "ωB97M-V with the def2-TZVPD basis set", "lumo_energy_ev": [-7.967, -6.944], "spin_multiplicity": 5, "s_squared": 6.1432, "homo_lumo_gap_ev": [6.0222, 7.1343], "relative_energy_kj_mol": 14.3, "charge": 2, "total_energy_ev": -88028.886, "elements": ["Mn", "N", "C", "S", "N", "N", "C", "C", "C", "C", "C", "C", "C", "C", "C", "C", "C", "C", "N", "H", "H", "H", "H", "H", "H", "H", "H", "H", "H", "H", "N", "C", "N", "S", "H", "H", "H", "H", "N", "C", "O", "C", "C", "C", "C", "N", "C", "H", "H", "H", "H", "H", "H"], "xyz": [[-0.798, 1.007, 0.474], [-4.001, -1.784, 0.932], [-3.036, -0.964, 0.502], [-2.713, 0.429, 1.542], [-2.440, -1.238, -0.624], [-1.464, -0.308, -0.900], [-0.788, -0.386, -2.001], [-0.987, -1.416, -3.036], [0.101, -2.179, -3.458], [-0.075, -3.157, -4.425], [-1.328, -3.347, -4.990], [-2.410, -2.576, -4.583], [-2.247, -1.621, -3.594], [0.235, 0.683, -2.178], [0.910, 0.903, -3.363], [1.808, 1.965, -3.429], [2.000, 2.775, -2.327], [1.275, 2.513, -1.175], [0.418, 1.492, -1.106], [-4.541, -1.589, 1.756], [-4.267, -2.562, 0.348], [1.083, -2.029, -3.026], [0.762, -3.764, -4.738], [-1.466, -4.101, -5.753], [-3.384, -2.722, -5.027], [-3.092, -1.033, -3.263], [0.730, 0.272, -4.219], [2.344, 2.158, -4.349], [2.688, 3.608, -2.348], [1.364, 3.121, -0.286], [1.075, 3.883, 3.425], [0.214, 4.175, 2.461], [0.056, 5.429, 2.067], [-0.786, 2.963, 1.760], [1.607, 4.592, 3.908], [1.174, 2.928, 3.723], [0.526, 6.193, 2.529], [-0.660, 5.646, 1.393], [0.160, -1.297, 5.569], [1.352, -1.537, 4.957], [2.353, -1.874, 5.542], [1.400, -1.338, 3.462], [2.425, -1.957, 2.754], [2.511, -1.762, 1.387], [1.589, -0.931, 0.778], [0.613, -0.311, 1.453], [0.519, -0.526, 2.775], [0.117, -1.527, 6.551], [-0.701, -1.352, 5.052], [3.131, -2.572, 3.296], [3.284, -2.234, 0.798], [1.638, -0.743, -0.287], [-0.277, 0.003, 3.286]], "nbo_charge": [1.259, -0.748, 0.310, -0.091, -0.372, -0.329, 0.262, -0.076, -0.200, -0.202, -0.157, -0.197, -0.162, 0.157, -0.192, -0.095, -0.220, 0.088, -0.568, 0.423, 0.429, 0.213, 0.237, 0.239, 0.238, 0.229, 0.268, 0.256, 0.257, 0.219, -0.732, 0.401, -0.731, -0.271, 0.425, 0.434, 0.425, 0.442, -0.814, 0.646, -0.552, -0.160, -0.063, -0.231, 0.065, -0.585, 0.065, 0.426, 0.394, 0.270, 0.252, 0.201, 0.216]}